(1)
{"formula": "C5H8N2", "method": "the ωB97M-V functional and the def2-TZVPD basis", "species": ["H", "C", "H", "H", "C", "H", "C", "C", "H", "N", "H", "H", "C", "H", "N"], "coordinates": [[0.445266, -1.398664, -1.538622], [0.729968, -0.371715, -1.283347], [1.732646, -1.127343, 1.230860], [0.308235, 0.311389, -2.027235], [0.642896, -1.067255, 1.157199], [-1.630562, -0.172337, 1.048557], [0.432696, 1.364600, 0.684950], [0.297883, -0.006741, 0.123523], [0.249366, -2.056746, 0.900868], [-2.582267, 2.043136, -0.812079], [1.822316, -0.299777, -1.337232], [0.273768, -0.751633, 2.138738], [-1.907611, 1.215825, -0.355288], [0.354935, 2.038613, -0.199154], [-1.169534, 0.278647, 0.268260]], "forces_ev_per_angstrom": [[0.010, 0.167, 0.050], [0.014, 0.069, -0.058], [-0.148, -0.047, -0.033], [0.038, -0.054, 0.134], [0.021, -0.088, 0.010], [0.141, 0.232, 0.046], [-0.082, -0.150, -0.234], [0.207, -0.063, 0.076], [0.045, 0.109, -0.016], [0.612, -0.924, 0.216], [-0.162, -0.011, -0.014], [0.062, -0.083, -0.144], [-0.488, 0.718, -0.455], [-0.146, -0.083, 0.227], [-0.123, 0.208, 0.195]], "lumo_ev": 0.207, "relative_energy_ev": 4.554, "e_tot_ha": -304.6681, "homo_ev": -9.04, "orbital_gap_ev": 9.249}


(2)
{"formula": "C35H37BCaF5N2O6SSe", "method": "the ωB97M-V functional and the def2-TZVPD basis", "species": ["F", "H", "H", "C", "H", "H", "H", "H", "C", "H", "F", "C", "C", "C", "C", "N", "C", "H", "H", "C", "O", "C", "F", "C", "H", "H", "F", "C", "C", "H", "S", "C", "H", "C", "O", "C", "H", "C", "C", "C", "H", "H", "C", "H", "H", "H", "H", "O", "C", "H", "C", "H", "C", "C", "Se", "C", "C", "H", "C", "C", "O", "H", "H", "H", "H", "C", "H", "H", "O", "H", "H", "C", "B", "C", "H", "C", "Ca", "H", "H", "N", "O", "C", "H", "H", "H", "C", "C", "F", "C"], "coordinates": [[5.905000, 0.425200, -2.583200], [2.501500, 2.880700, -0.611500], [-1.347800, -0.148000, -7.979900], [1.700200, 3.069200, 0.107300], [-1.971300, -1.986200, 0.925200], [6.436400, -3.597100, -4.033800], [2.121200, -4.905000, -4.247200], [1.261100, 0.357800, 2.862100], [0.561300, 8.128100, 0.305600], [0.767400, 2.887200, 2.510700], [5.483900, 0.099200, 2.118600], [1.485800, -4.022600, -4.357600], [4.016300, -3.564300, -0.095800], [-1.041000, 0.256500, -7.026400], [-0.927400, 5.778600, 0.302700], [1.785600, -3.451600, -2.000500], [-0.275400, 2.164500, -5.741400], [-0.780900, 2.216700, -7.818700], [1.529800, 7.315400, -1.426500], [-2.444300, -0.998100, 0.928200], [0.226100, 1.581600, -3.393300], [4.953900, -0.031100, 0.887800], [3.358500, -0.512900, -2.852600], [3.950700, -5.441900, -1.738800], [-0.006000, 3.207000, -5.659300], [-1.883700, 6.562700, 2.040200], [2.930900, -0.793000, 1.811900], [0.290300, 0.786300, 2.609100], [5.227900, -5.345700, -3.766400], [5.507000, -5.781900, -4.714100], [0.210900, -4.396700, -0.103500], [1.600600, -3.747800, -0.712800], [2.660800, -3.037700, -5.888400], [3.861400, -0.333200, -1.588900], [-2.235400, -0.478500, -0.358200], [0.490200, 2.074000, 1.826000], [-4.114200, 0.378900, -0.543100], [5.165200, 0.132500, -1.488600], [-0.188200, 1.323300, -4.650900], [0.037400, 5.996000, -0.672000], [2.506300, -2.782600, -2.236800], [-1.235800, -1.632900, -5.998100], [-0.702600, 1.599600, -6.935600], [-3.520500, -1.110500, 1.137600], [5.764400, -2.595000, -1.870200], [-0.580500, 8.655700, 2.045300], [-2.858300, 0.851800, -1.722800], [-0.398900, -0.195600, 1.861200], [5.718200, 0.289700, -0.225800], [1.136300, 9.044500, 0.302700], [-1.802000, -0.145000, 2.024600], [-0.250900, 1.011700, 3.534500], [5.742500, -4.116000, -3.390400], [-0.975000, -0.587600, -5.927200], [-1.982900, 4.212300, 0.293900], [4.432900, -4.187300, -1.381900], [-0.397900, 7.908400, 1.281900], [1.715600, -1.940700, -4.873400], [0.802400, -3.698900, -3.027100], [-1.132300, 6.739100, 1.284100], [-0.381900, -0.598500, -3.524100], [-2.825900, 1.520600, -0.085500], [2.411700, -3.289300, 1.104200], [3.189000, -2.682800, -4.251800], [3.976100, -6.993700, -3.200300], [4.354100, -6.019700, -2.927200], [-0.444900, 2.356800, 1.323600], [-2.173100, 0.887100, 1.961400], [4.811200, -3.171600, 0.728200], [3.264200, -5.956800, -1.082200], [0.157600, -2.817100, -3.135500], [3.036000, -0.662900, -0.525800], [0.111800, 0.399600, -2.648400], [3.655300, -0.475200, 0.698900], [0.188700, -4.537500, -2.688300], [-0.554500, -0.028400, -4.736500], [0.685900, 0.095000, -0.502700], [1.980900, 3.912500, 0.754100], [0.713300, -4.276200, -5.085800], [2.664900, -3.528200, 0.150500], [1.517400, 1.896200, 0.869900], [0.777800, 7.162000, -0.663500], [-2.075100, -0.551700, 3.012900], [0.199400, 5.254400, -1.442300], [0.777700, 3.329100, -0.427100], [2.313600, -2.849600, -4.874000], [5.363800, -3.545000, -2.189000], [6.977900, 0.748900, -0.082900], [-3.055600, 0.629800, -0.677600]], "forces_ev_per_angstrom": [[-0.170, -0.086, 0.287], [-0.020, -0.038, 0.109], [-0.070, -0.006, -0.083], [0.185, 0.747, -0.578], [-0.117, 0.044, 0.089], [0.069, 0.050, -0.071], [-0.051, -0.018, 0.053], [-0.057, 0.026, 0.072], [0.193, 0.250, 0.016], [-0.081, -0.046, -0.088], [-0.055, 0.000, -0.225], [0.006, 0.183, 0.106], [0.102, 0.003, -0.069], [0.020, 0.065, -0.251], [-0.440, -0.744, 0.031], [0.051, 0.421, 0.489], [0.155, -0.065, 0.345], [0.017, 0.077, -0.060], [0.062, 0.071, -0.056], [0.169, -0.077, 0.550], [0.060, 0.632, -0.093], [-0.073, 0.037, 0.220], [0.313, 0.144, -0.006], [0.131, 0.078, 0.037], [0.010, 0.066, -0.013], [-0.049, -0.023, 0.036], [0.148, 0.059, 0.244], [0.630, 0.615, 0.386], [0.023, -0.005, -0.060], [0.067, -0.052, -0.071], [-0.633, -0.098, 0.413], [0.157, -0.078, -0.375], [0.065, 0.029, -0.063], [-0.477, -0.309, 0.149], [0.524, -0.031, 0.009], [-0.514, -0.190, 0.799], [0.036, -0.072, -0.032], [0.106, 0.019, -0.196], [-0.357, -0.609, -0.712], [0.206, 0.181, -0.085], [0.139, -0.029, 0.137], [-0.031, -0.099, 0.023], [-0.123, -0.020, -0.216], [0.167, 0.019, -0.027], [0.041, 0.127, 0.008], [0.030, 0.041, 0.015], [-0.067, 0.105, -0.019], [0.092, -0.208, -0.651], [0.032, 0.062, 0.015], [0.041, 0.043, -0.008], [-0.763, -0.263, -0.195], [0.006, -0.050, -0.067], [0.037, -0.011, -0.096], [0.076, -0.031, 0.434], [-0.380, -0.449, -0.123], [0.457, -0.221, -0.147], [-0.023, 0.140, 0.113], [-0.004, 0.150, -0.048], [-0.333, -0.351, -0.439], [0.083, 0.334, 0.157], [-0.175, -0.469, -0.073], [0.058, -0.034, -0.029], [0.028, -0.119, -0.208], [0.141, 0.083, 0.016], [-0.029, -0.086, -0.060], [-0.024, -0.083, 0.055], [0.069, 0.272, 0.105], [0.126, -0.042, 0.030], [0.082, -0.036, 0.054], [-0.135, -0.041, 0.020], [0.044, -0.179, -0.002], [1.046, 0.607, 0.013], [-0.576, 0.313, -2.229], [-0.137, -0.157, -0.570], [0.055, 0.160, -0.081], [0.110, 0.777, -0.657], [0.209, -0.828, 3.560], [-0.076, -0.160, -0.110], [-0.094, 0.018, 0.024], [-0.040, 0.075, 0.303], [0.079, -0.700, -0.011], [0.184, 0.096, -0.132], [0.074, 0.087, -0.183], [-0.061, -0.026, -0.051], [0.088, 0.040, 0.120], [-0.129, -0.206, -0.034], [-0.196, 0.014, 0.224], [-0.395, -0.202, -0.049], [-0.146, 0.284, -0.164]], "lumo_ev": 2.241, "total_charge": -1, "relative_energy_ev": 2.254, "e_tot_ha": -5918.3742, "homo_ev": -3.77, "orbital_gap_ev": 6.012}


(3)
{"formula": "C16H10Cl5F6N5O4RuS3", "method": "the ωB97M-V functional and the def2-TZVPD basis", "species": ["Cl", "C", "Cl", "N", "C", "O", "Cl", "S", "C", "C", "H", "C", "F", "C", "H", "Ru", "O", "S", "F", "C", "H", "Cl", "C", "H", "C", "Cl", "S", "C", "F", "H", "N", "H", "H", "C", "C", "O", "H", "C", "N", "C", "N", "F", "F", "C", "H", "O", "N", "C", "H", "F"], "coordinates": [[4.113724, -3.315455, -4.186505], [-1.153118, 3.873875, 2.581834], [1.113350, -2.883812, -4.870761], [-0.214317, 1.428541, 1.648979], [1.750653, -2.274058, -3.404249], [-2.144952, 5.189045, -0.826322], [5.286944, -2.199636, -1.493584], [1.033388, 3.074638, -1.468808], [-1.560512, -2.269958, 0.772215], [-1.868864, 3.188189, 1.624278], [0.609350, 3.833002, 3.830296], [2.786072, -1.296925, -1.066372], [-0.606124, 4.597643, -4.193923], [1.446021, -1.084381, -1.327398], [-3.362778, 2.697468, -0.624880], [0.677323, -0.004467, 0.167905], [0.961599, 1.735016, -0.822972], [0.039691, -2.216876, 1.294614], [-2.522969, 3.915557, -3.447495], [0.929181, -1.586367, -2.512677], [-1.503589, 4.834786, 2.932887], [-0.738551, -1.344300, -2.889038], [-3.179465, 1.628710, -0.709092], [-2.929755, 1.417229, -1.752660], [0.018097, 3.323457, 3.083977], [3.308617, -0.619019, 0.465836], [-0.983747, 5.015364, -1.641595], [2.062204, 4.015148, -0.228661], [-2.157692, 6.036745, -3.721295], [-3.191961, -1.148743, 0.094977], [-0.444049, 3.522225, -1.390588], [-2.786110, 3.597523, 1.228416], [1.383642, 1.669434, 2.909480], [3.643986, -1.979360, -1.905674], [-2.063013, 1.201736, 0.165601], [1.765993, 3.117347, -2.682231], [-1.882754, -4.206085, 1.238788], [3.105467, -2.470980, -3.099702], [-2.295918, -3.370060, 0.857178], [-1.606220, 4.884560, -3.370782], [-1.471637, -0.087470, -0.023381], [2.977228, 3.174587, 0.267262], [1.294056, 4.435738, 0.772040], [-1.397883, 1.945840, 1.166068], [-3.244206, -3.422428, 0.519823], [0.071547, 5.977640, -1.652537], [-2.196503, -1.150467, 0.293650], [0.451224, 2.107322, 2.574330], [-4.115917, 1.108101, -0.474672], [2.669451, 5.029973, -0.793267]], "forces_ev_per_angstrom": [[0.001, -0.003, -0.004], [-0.033, -0.015, 0.040], [-0.002, 0.000, 0.000], [-0.090, 0.028, -0.106], [0.006, -0.005, -0.006], [-0.069, 0.006, -0.015], [-0.008, -0.001, -0.008], [-0.465, -0.061, 0.062], [-0.082, 0.057, 0.026], [-0.094, -0.031, 0.067], [0.004, -0.003, 0.002], [0.037, 0.011, 0.017], [-0.040, -0.005, 0.039], [0.152, -0.023, 0.090], [0.031, 0.010, -0.014], [-0.194, -0.103, 0.229], [0.618, -0.121, -0.185], [0.017, 0.118, -0.201], [-0.003, 0.006, 0.004], [-0.031, 0.020, -0.007], [-0.005, 0.003, -0.006], [0.004, -0.011, 0.015], [0.028, 0.062, -0.045], [0.003, 0.003, 0.004], [-0.030, -0.061, 0.065], [0.123, -0.052, -0.013], [0.214, -0.093, -0.038], [0.094, -0.009, 0.009], [-0.002, -0.035, -0.001], [-0.021, 0.028, 0.117], [0.045, 0.135, -0.032], [0.046, 0.015, -0.027], [0.003, 0.000, -0.003], [0.001, 0.015, 0.004], [-0.122, -0.053, 0.115], [-0.043, 0.026, -0.094], [-0.007, -0.002, -0.004], [0.006, 0.004, 0.013], [0.031, -0.010, 0.026], [0.017, 0.054, -0.040], [-0.153, 0.165, -0.197], [-0.033, -0.010, -0.014], [-0.001, 0.066, -0.038], [0.058, 0.013, 0.057], [-0.004, 0.005, 0.004], [-0.063, 0.050, 0.020], [0.082, -0.090, 0.024], [-0.006, -0.079, 0.084], [0.008, -0.014, -0.003], [-0.026, -0.009, -0.029]], "lumo_ev": [-3.767, -6.066], "total_charge": 1, "relative_energy_ev": 0.531, "e_tot_ha": -5379.6916, "homo_ev": [-11.13, -12.10], "s2": 8.82, "multiplicity": 6, "orbital_gap_ev": [7.362, 6.031]}